The following is a quantum chemistry calculation of C24H20AsCl5N2O5SW as an isolated structure, from the Open Molecules 2025 dataset.

The value obtained for the gap between HOMO and LUMO is 6.53 eV.

```
! wB97M-V def2-TZVPD RIJCOSX def2/J DEFGRID3
* xyz 2 1
H -1.54158 4.38957 1.98839
Cl 6.18454 -1.04035 -3.30668
H -0.39842 2.32202 -4.23612
W -0.23131 -0.91619 -0.65461
C -1.63094 -0.12847 1.81612
Cl 4.61361 -0.95804 1.86323
H 2.85039 2.62233 3.43295
C 1.88914 3.00771 3.12067
C 3.62488 -0.99483 -2.53196
S -1.01786 2.11964 0.44265
Cl 1.63370 -0.93651 0.86444
H -0.56650 -3.98999 -0.08981
H -3.37417 1.27204 -3.65107
C -2.15824 -3.63967 2.87146
O -2.36102 2.57630 0.56864
O -0.89412 -2.10991 -1.64769
Cl 6.93070 -1.00908 -0.28126
H -3.25708 0.42560 4.72999
C 0.14721 4.65927 3.29507
C -1.62488 -1.53638 1.84681
H -0.18498 1.21850 -5.62684
O 1.30090 -0.95972 -1.91319
H -1.28792 -2.46192 -3.69223
N -1.04096 -2.19550 0.79241
C 1.17181 2.35404 2.13384
N -0.99781 0.45255 0.67917
C -2.79912 -0.14462 3.93401
C 2.98644 -0.95962 -0.26474
H -2.25225 1.63097 2.83817
Cl 3.17896 -1.01064 -4.18837
C -0.58326 4.00750 2.31197
C -0.05675 2.86063 1.73519
H -1.54168 -5.35995 1.74161
H -3.59133 -0.47343 -3.32987
C -1.02600 -3.52845 0.77442
C -2.20168 -2.23594 2.92210
C 5.30391 -0.99523 -0.76932
H -2.59308 -4.21680 3.67832
C -0.09687 1.32243 -4.54510
C -2.79702 -1.50627 3.98036
H -0.86288 -1.78247 -5.29674
C 1.37539 4.16040 3.70152
H -3.33013 0.10289 -5.00089
C 4.29185 -0.97285 0.18738
O -0.29555 2.37703 -0.76269
C 2.60654 -0.96509 -1.58965
C -2.21647 0.55075 2.84895
C 4.96203 -1.00811 -2.13406
O -0.97024 0.34477 -1.97728
H 1.93727 4.67238 4.47099
H 1.58202 1.46854 1.66653
C -1.57508 -4.28220 1.80001
H -3.25014 -2.03362 4.80884
H 0.92385 1.11658 -4.22684
C -3.08729 0.26530 -3.95057
H 0.36464 -1.84155 -3.99418
H -0.25013 5.55959 3.74354
C -0.69416 -1.71792 -4.22124
As -1.22085 0.05197 -3.70673
*
```



The following is a quantum chemistry calculation of a 2-piece molecular cluster, C2H4FNOS overall, from the Open Molecules 2025 dataset.

The value obtained for the gap between HOMO and LUMO is 9.55 eV.

```
! wB97M-V def2-TZVPD RIJCOSX def2/J DEFGRID3
* xyz 0 1
S 0.98134 0.10546 1.69227
H 1.83395 -0.89722 1.41671
N -0.12462 -0.30098 0.44524
H 0.44634 1.24548 -0.82791
C -0.38503 0.61890 -0.55671
H -0.95432 -0.75110 0.81838
O -2.01255 2.22656 1.31804
C -1.81313 1.97255 0.18859
F -2.48292 2.52396 -0.84129
H -0.97228 0.21517 -1.37078
*
```



The following is a quantum chemistry calculation of C6H13N2PtS as an isolated structure, from the Open Molecules 2025 dataset.

As for the expectation value of S²: 2.02. The value obtained for the gap between HOMO and LUMO (alpha / beta) is 4.00 / 4.92 eV.

```
! wB97M-V def2-TZVPD RIJCOSX def2/J DEFGRID3
* xyz -1 3
C 1.36544 -0.11079 2.12708
H -2.78748 0.67774 0.96971
C -1.68484 3.39127 3.54700
C -2.47648 1.43367 1.70713
H -1.03872 1.09946 -2.81574
H -3.95173 0.93592 3.18458
H 1.30717 0.53416 2.99419
H 2.08323 0.15317 1.32640
N -0.78965 0.17160 -2.49555
H -0.02263 -1.38273 -0.54141
H 0.30474 -0.23079 1.75348
H -1.31254 4.16101 4.22413
C -1.40654 2.25670 1.40858
H -1.42346 -0.44607 -2.99115
H -3.16699 2.61979 4.83935
N -1.09835 3.24436 2.33221
H -0.32399 3.82767 2.06933
H 0.05776 -0.07323 -3.00047
Pt -1.18499 -0.14881 -0.56687
C -2.71332 2.55257 3.86296
C -3.12579 1.59880 2.92107
S -0.56947 2.12158 -0.11996
H 1.67350 -1.04419 2.55854
*
```



The following is a quantum chemistry calculation of one molecule with the formula C3H6N2S, from the Open Molecules 2025 dataset.

The structure (SMILES) is C=NNCC=S. The value obtained for the gap between HOMO and LUMO is 8.38 eV.

```
! wB97M-V def2-TZVPD RIJCOSX def2/J DEFGRID3
* xyz 0 1
H -0.61753 2.48486 -0.70064
C -0.33130 2.26688 -1.73026
N 0.05520 1.16068 -2.27263
H -0.96840 0.88208 0.06353
N 0.21177 0.06577 -1.46710
C -0.08349 0.22345 -0.00965
S 0.27646 -1.35430 2.25198
H -1.00978 -1.82750 0.24225
H 0.77913 0.69171 0.39344
H 0.32676 -0.81369 -1.92760
H -0.40404 3.08902 -2.40121
C -0.31824 -1.06079 0.81936
*
```



The following is a quantum chemistry calculation of C66H48N5O3S4V as an isolated structure, from the Open Molecules 2025 dataset.

As for the expectation value of S²: 3.76. The value obtained for the gap between HOMO and LUMO (alpha / beta) is 6.04 / 7.43 eV.

```
! wB97M-V def2-TZVPD RIJCOSX def2/J DEFGRID3
* xyz 1 4
H 4.41781 -7.91900 -0.27345
H 4.76463 -1.56715 3.03896
C -2.02559 -3.62037 -1.89123
H -0.17837 -2.34334 -4.26052
H -4.43598 -4.94621 6.45460
H -6.47400 6.48720 -2.89514
C 0.74145 -3.56929 1.91281
H 1.30153 2.71181 1.37081
C -2.09456 2.68092 -1.49183
H -6.77364 4.86765 -0.85412
H 4.55342 -6.54638 1.76513
S 5.51334 -1.16645 -4.12501
C -0.24581 2.06078 -2.71438
H -5.47230 -4.93668 5.02507
C 2.77865 -4.69561 2.55471
C -0.68218 2.77690 -3.83062
C -3.64064 -3.95649 3.42166
C 4.67588 -0.69598 -2.69813
C -4.79029 -0.10392 1.71817
H -2.26464 -8.03330 2.31086
H -5.73438 -0.21765 2.23545
H -4.46160 -4.46821 2.93325
C 6.70698 -1.99913 -3.23229
C 3.99754 -0.82164 2.87842
C 0.79619 -2.76114 -4.04174
S -0.21515 -2.09994 2.36759
C 1.27232 2.07474 -5.07514
C 1.83260 -3.75060 2.79825
C -1.89379 3.47724 -3.72608
C -0.63516 -4.42248 -0.05697
C 3.32355 -3.77142 -3.45621
C 2.54650 -7.05049 -0.92363
C 1.76537 1.37765 -3.91971
O -0.84140 -1.51913 1.13504
C -2.60315 -3.12583 5.41879
C 3.87635 0.29100 3.70225
N 2.12080 -0.08094 1.58131
C 2.86713 1.19844 3.44810
C 1.01891 1.38355 -2.73873
C -1.44588 -6.38164 1.26146
C 0.10979 2.75727 -5.02922
C 3.09598 -0.95493 1.84040
H 4.57692 -4.83224 -5.53154
N -0.97965 1.98180 -1.57573
H 4.98053 -0.97914 -0.57478
C -5.92282 4.86751 -1.51868
C 0.59062 -4.37340 0.80255
C -1.25112 1.07448 2.36225
C -3.55480 -7.40430 0.69404
H -3.68829 0.64826 3.43498
H -5.37574 -3.51381 6.06263
C -4.79789 -4.33215 5.62949
H 7.52105 -2.48895 -3.74132
C 2.50899 -3.31734 -2.42931
C 2.00098 0.98196 2.37654
H -2.60578 -3.55296 1.58286
H -3.85140 -4.64746 -2.24952
H 7.12459 -2.36848 -1.15174
C -3.67662 0.37692 2.38868
C -1.59945 -5.44958 0.20139
H 0.63758 2.49587 2.99567
C -3.45588 -0.27782 -0.24872
C -2.60761 3.45986 -2.54657
H -2.61301 -2.97711 6.49165
C -3.65529 -3.80280 4.80906
C -2.39684 -7.33074 1.49868
H -0.56904 -6.33110 1.89247
C -2.49046 0.51170 1.68985
C 0.89716 1.97345 2.07279
S -4.33303 5.45855 -3.41846
C 5.31298 -1.17229 -1.58514
H 2.72612 2.06711 4.07779
C 1.55498 -6.15279 -0.65161
V -0.40476 0.43200 -0.31869
H 3.23432 -4.68593 -6.67195
C 2.60346 0.15982 -1.62648
H 4.31270 -4.14909 -3.22526
C -4.81848 3.98608 -1.39532
S 0.28428 -2.23738 -1.36355
H 2.89015 -0.31762 -0.70102
C -0.86208 -3.56908 -1.09698
H 3.58235 0.67000 -4.82244
C -1.55240 -2.61867 4.67014
C 6.47896 -1.92138 -1.89302
H -3.30783 -0.53965 -1.29036
C 3.71969 -6.43804 1.08226
H -0.24922 3.29951 -5.89470
C -1.54704 -2.81247 3.29802
H 4.28241 -3.30641 -6.35959
C 2.99017 0.69327 -3.91440
H -5.52527 -0.81814 -0.18249
H 1.86641 2.05331 -5.98008
C -2.95275 -4.58597 -1.64758
H -2.61835 2.61661 -0.54749
C -4.68145 -0.43712 0.37560
C -2.59677 -3.46234 2.66170
C -3.86919 4.18401 -2.36081
H 1.91202 -3.10550 3.66603
H 0.72336 -6.05003 -1.33608
C -2.76452 -5.52150 -0.59926
C -3.73320 -6.51934 -0.32756
O -1.25783 1.22176 3.58701
H 4.55378 0.43958 4.53319
H 1.28794 -3.15615 -6.08362
C 1.62585 -3.20635 -5.05508
H -4.74866 3.22720 -0.62864
H -2.25903 4.02469 -4.58732
N -0.27490 1.35825 1.49276
C 3.64299 -7.19859 -0.04730
C 1.60968 -5.34094 0.51156
C 3.79516 -4.16680 -5.89503
H 2.85862 -3.33759 -1.40240
C 2.89586 -3.71972 -4.77803
H 3.14913 -1.81924 1.18040
N 1.44515 0.78029 -1.59946
C 3.42770 0.07105 -2.76821
H -4.29908 -8.16391 0.89302
N -2.38693 0.18959 0.39312
H 2.49133 -7.65583 -1.81882
H -2.16555 -2.88472 -2.67159
O -0.58931 -1.11074 -1.91308
H -0.75535 -2.05988 5.14518
C 2.70987 -5.49284 1.38670
C 1.24815 -2.82714 -2.73003
C -5.79198 5.71745 -2.57312
H 3.60837 -4.83184 3.23739
H -4.61939 -6.56375 -0.94886
*
```



The following is a quantum chemistry calculation of C3H9N5 as an isolated structure, from the Open Molecules 2025 dataset.

The value obtained for the gap between HOMO and LUMO is 9.60 eV.

```
! wB97M-V def2-TZVPD RIJCOSX def2/J DEFGRID3
* xyz 0 1
H 1.72477 -0.22732 -1.31253
H -2.23498 -1.22894 1.06738
H 2.20901 -1.99632 0.84606
H -3.68572 -0.08616 -0.01183
C 1.64925 -1.20379 0.15812
H -2.30239 -1.35286 -1.19226
H 0.06162 2.06643 -1.22892
H -0.31823 -1.56404 0.57912
C -0.35738 0.38167 -0.11815
H 2.09450 1.00374 1.07747
N 0.40524 -0.75828 0.46269
N 0.51359 1.35587 -0.63441
H 0.58247 2.58537 1.20512
N -1.58581 0.51940 -0.38955
N 1.36015 1.88857 0.42491
N 2.38084 -0.86304 -0.85750
C -2.49692 -0.52030 -0.07572
*
```



What did we get for molecular weight? Answer: 884.527, 109.125, 340.329, 102.162, 1138.354, 115.140 g mol⁻¹, in the order shown.
What did we get for E? Answer: -174528.3114, -19227.1638, -23492.2927, -17020.9002, -151842.6968, -10700.4481 eV, in the order shown.